{"formula": "C28H85N11O13", "method": "ωB97M-V with the def2-TZVPD basis set", "symbols": ["C", "C", "O", "H", "H", "H", "H", "H", "H", "C", "C", "O", "H", "H", "H", "H", "H", "H", "C", "C", "O", "H", "H", "H", "H", "H", "H", "C", "C", "O", "H", "H", "H", "H", "H", "H", "C", "C", "O", "H", "H", "H", "H", "H", "H", "C", "C", "O", "H", "H", "H", "H", "H", "H", "C", "O", "N", "N", "H", "H", "H", "H", "C", "O", "N", "N", "H", "H", "H", "H", "C", "O", "N", "N", "H", "H", "H", "H", "C", "O", "N", "N", "H", "H", "H", "H", "C", "C", "C", "O", "C", "N", "H", "H", "H", "H", "H", "H", "H", "H", "H", "H", "H", "C", "C", "C", "O", "C", "N", "H", "H", "H", "H", "H", "H", "H", "H", "H", "H", "H", "C", "C", "C", "O", "C", "N", "H", "H", "H", "H", "H", "H", "H", "H", "H", "H", "H"], "positions_angstrom": [[-0.05612, 5.97784, -0.85324], [-0.60338, 4.53473, -0.72518], [0.42897, 3.60117, -0.91411], [-0.77735, 6.71308, -0.49636], [0.10350, 6.27917, -1.88853], [0.88722, 6.11724, -0.32526], [-1.40279, 4.41272, -1.45602], [-1.04896, 4.45148, 0.26610], [1.08626, 3.79630, -0.24217], [-0.85048, 0.50787, -4.49659], [-0.88456, 1.77779, -3.71152], [0.39589, 2.26282, -3.52057], [-0.11993, -0.15004, -4.02589], [-0.66494, 0.71519, -5.55049], [-1.73364, -0.13096, -4.49171], [-1.30750, 1.63082, -2.71773], [-1.39434, 2.60183, -4.21070], [0.40355, 2.70841, -2.67027], [-2.71223, -3.18233, 0.01166], [-2.84062, -4.63394, 0.33057], [-1.97869, -5.27960, -0.60342], [-3.52222, -2.57127, 0.40994], [-2.66768, -2.96622, -1.05577], [-1.71303, -2.87339, 0.31868], [-3.84717, -5.05178, 0.31132], [-2.33669, -4.90194, 1.25919], [-2.24434, -6.19649, -0.50177], [3.55514, -2.69573, 0.96586], [2.43699, -3.12187, 1.77396], [1.59914, -3.72043, 0.82652], [4.07875, -3.50067, 0.45012], [4.26937, -2.21511, 1.63442], [3.22513, -1.95601, 0.23647], [1.87052, -2.37435, 2.32933], [2.85460, -3.89677, 2.41679], [1.07768, -3.06427, 0.35841], [3.49706, 5.35249, -1.87722], [4.80599, 4.59427, -1.47060], [5.69490, 4.86529, -2.52533], [2.74762, 5.08069, -1.13390], [3.09467, 5.09187, -2.85613], [3.65497, 6.43095, -1.88728], [4.63150, 3.55036, -1.21001], [5.18797, 5.08841, -0.57728], [5.90293, 5.79851, -2.43929], [-3.87891, -0.96089, -2.32173], [-4.37736, 0.22762, -3.09473], [-4.25161, 1.51792, -2.45643], [-4.04666, -1.87238, -2.89546], [-4.38240, -1.06035, -1.36011], [-2.80985, -0.83291, -2.15193], [-5.43877, 0.01776, -3.22697], [-3.95468, 0.23361, -4.09942], [-4.05383, 2.17280, -3.12994], [0.09700, -4.07127, -3.23802], [0.78126, -3.48431, -4.05488], [-0.65222, -5.10700, -3.57321], [0.12502, -3.75280, -1.95557], [-0.68138, -5.43138, -4.52926], [-1.24400, -5.47753, -2.84342], [0.87729, -3.13891, -1.67751], [-0.59485, -4.07006, -1.32213], [-4.10884, 2.65519, 0.97632], [-2.89736, 2.62242, 0.89726], [-4.81305, 2.79110, 2.02949], [-4.91376, 2.53306, 0.00523], [-4.34653, 2.85538, 2.92298], [-5.73472, 3.17905, 1.88771], [-5.87764, 2.62882, 0.29136], [-4.57700, 2.23868, -0.90033], [-0.44738, -0.17903, 0.11954], [0.21805, -1.23391, 0.27988], [-1.57345, 0.05315, 0.75503], [-0.02219, 0.84631, -0.44596], [-1.98381, -0.75047, 1.20879], [-1.93894, 0.99094, 0.67090], [-0.63397, 1.64629, -0.52262], [0.96378, 1.02979, -0.56554], [1.16585, -7.06372, 1.25249], [1.24953, -8.19002, 1.61647], [0.10607, -6.33998, 1.50152], [2.06074, -6.39275, 0.59310], [-0.01353, -5.57331, 0.85499], [-0.61777, -6.73056, 2.08769], [1.96767, -5.41551, 0.35550], [2.90949, -6.89396, 0.37282], [2.58055, -0.20917, -2.05355], [3.51156, 0.81114, -2.72170], [4.93048, 0.58617, -2.21721], [5.00928, 0.89668, -0.89193], [5.90433, 0.18824, -0.05957], [3.47086, 0.61720, -4.11237], [2.44505, 0.07769, -1.01074], [2.86410, -1.25819, -2.13869], [1.57230, -0.18913, -2.46724], [3.23167, 1.82327, -2.42955], [5.63594, 1.25705, -2.70745], [5.35999, -0.38083, -2.47896], [5.33201, -0.64844, 0.34106], [6.33221, 0.77683, 0.75195], [6.78381, -0.16827, -0.59577], [2.55357, 0.77605, -4.50410], [3.85677, 1.47325, -4.48432], [-4.12978, -0.35707, 3.23832], [-3.91403, -1.49871, 4.28259], [-2.56326, -2.09650, 4.45751], [-2.36576, -3.01865, 3.37845], [-0.96838, -3.36515, 3.11241], [-4.49749, -0.95403, 5.55433], [-3.24372, 0.27772, 3.23166], [-5.06014, 0.18937, 3.39307], [-4.27690, -0.78146, 2.24518], [-4.47446, -2.39484, 4.01621], [-2.47510, -2.51547, 5.45990], [-1.85223, -1.27959, 4.33421], [-0.24701, -2.60719, 2.80713], [-0.85655, -4.18714, 2.40535], [-0.58689, -3.84639, 4.01296], [-5.40253, -0.51929, 5.44470], [-3.99597, -0.09296, 5.71907], [2.42263, 1.82283, 1.27938], [1.55932, 2.81996, 1.95895], [1.38609, 2.63914, 3.48113], [0.30201, 3.29408, 4.14832], [-0.97123, 2.89402, 3.67795], [1.87605, 4.14254, 1.47675], [2.06171, 0.80024, 1.38952], [3.41845, 1.78716, 1.72117], [2.52776, 1.91910, 0.19874], [0.61174, 2.58852, 1.47251], [2.33297, 2.98668, 3.89434], [1.36741, 1.56397, 3.65933], [-1.05550, 1.80894, 3.61793], [-1.18565, 3.37580, 2.72401], [-1.67229, 3.26487, 4.42567], [1.32389, 4.83040, 1.96875], [2.79143, 4.40451, 1.81371]], "lowdin_charge": [-0.08, -0.29, -0.12, 0.07, 0.07, 0.05, 0.11, 0.09, 0.02, -0.06, -0.36, -0.07, 0.07, 0.08, 0.06, 0.09, 0.11, 0.04, -0.08, -0.28, -0.12, 0.08, 0.06, 0.06, 0.12, 0.08, 0.10, -0.10, -0.32, -0.14, 0.10, 0.08, 0.07, 0.11, 0.13, 0.03, -0.07, -0.30, -0.08, 0.03, 0.08, 0.07, 0.09, 0.10, 0.08, -0.09, -0.28, -0.10, 0.09, 0.07, 0.07, 0.11, 0.11, 0.09, -0.76, 0.02, 0.17, 0.19, 0.12, 0.08, 0.10, 0.05, -0.80, 0.02, 0.17, 0.19, 0.13, 0.12, 0.12, 0.07, -0.72, -0.01, 0.21, 0.21, 0.09, 0.06, 0.10, 0.07, -0.82, 0.05, 0.16, 0.18, 0.07, 0.12, 0.07, 0.12, -0.04, -0.45, -0.24, -0.20, -0.08, 0.06, 0.04, 0.09, 0.06, 0.13, 0.12, 0.13, 0.06, 0.09, 0.09, 0.07, 0.08, -0.06, -0.40, -0.21, -0.18, -0.07, 0.02, 0.06, 0.06, 0.06, 0.13, 0.13, 0.12, 0.07, 0.04, 0.09, 0.06, 0.06, -0.06, -0.45, -0.16, -0.17, -0.11, 0.06, 0.08, 0.09, 0.07, 0.11, 0.13, 0.12, 0.08, 0.06, 0.09, 0.09, 0.10], "orbital_gap_ev": 8.93, "homo_ha": -0.329, "e_above_lowest_kcal_mol": 0.00, "total_charge": 0, "molar_mass_g_mol": 784.05}


{"formula": "C28H92N6O15", "method": "ωB97M-V with the def2-TZVPD basis set", "symbols": ["C", "C", "O", "H", "H", "H", "H", "H", "H", "C", "C", "O", "H", "H", "H", "H", "H", "H", "O", "H", "H", "O", "H", "H", "O", "H", "H", "O", "H", "H", "O", "H", "H", "O", "H", "H", "O", "H", "H", "C", "C", "C", "O", "C", "N", "H", "H", "H", "H", "H", "H", "H", "H", "H", "H", "H", "C", "C", "C", "O", "C", "N", "H", "H", "H", "H", "H", "H", "H", "H", "H", "H", "H", "C", "C", "C", "O", "C", "N", "H", "H", "H", "H", "H", "H", "H", "H", "H", "H", "H", "C", "C", "C", "O", "C", "N", "H", "H", "H", "H", "H", "H", "H", "H", "H", "H", "H", "C", "C", "C", "O", "C", "N", "H", "H", "H", "H", "H", "H", "H", "H", "H", "H", "H", "C", "C", "C", "O", "C", "N", "H", "H", "H", "H", "H", "H", "H", "H", "H", "H", "H"], "positions_angstrom": [[-0.82965, 5.66874, -3.61095], [-1.18999, 4.29161, -3.11623], [-0.20308, 3.83422, -2.19245], [-1.40183, 5.97914, -4.48441], [0.23373, 5.79990, -3.80914], [-1.04843, 6.39872, -2.82370], [-1.21117, 3.56880, -3.94046], [-2.17929, 4.23937, -2.65754], [-0.40004, 2.91207, -1.93968], [-4.57159, 3.62338, -3.44080], [-3.53844, 2.81011, -4.17125], [-2.38548, 2.64713, -3.35628], [-4.13935, 4.57647, -3.13261], [-4.80617, 3.11976, -2.49739], [-5.48679, 3.70074, -4.02171], [-3.26813, 3.22536, -5.14746], [-3.96694, 1.83659, -4.45126], [-1.65527, 2.23284, -3.84748], [5.98685, -1.97396, -2.81399], [6.27170, -1.53354, -3.62252], [5.50544, -2.75548, -3.11207], [-3.00688, 0.38081, -1.84062], [-3.00918, 1.23442, -2.32496], [-3.53934, -0.20896, -2.38530], [2.89249, -0.82705, -5.77630], [3.82050, -0.85324, -5.52089], [2.90217, -0.78648, -6.73963], [1.44424, -4.13158, -0.27531], [1.41855, -3.34684, -0.83146], [0.67806, -4.01687, 0.31716], [-2.22279, -1.03900, 2.50133], [-2.30056, -0.80989, 3.43273], [-2.82263, -0.42285, 2.01912], [0.37225, -0.33856, -4.40458], [1.27916, -0.26346, -4.73630], [0.42199, -0.90556, -3.60787], [-2.17235, 0.64619, -4.96609], [-1.20064, 0.49540, -4.92698], [-2.55271, -0.21990, -4.78818], [-5.11187, 1.03509, 3.27943], [-5.02887, 1.31477, 1.79208], [-5.42234, 2.76583, 1.44391], [-6.78132, 2.96043, 1.84611], [-7.24461, 4.27588, 1.79669], [-3.71584, 1.03611, 1.20544], [-4.34698, 1.59189, 3.82842], [-5.03297, -0.02427, 3.52437], [-6.08043, 1.36463, 3.65739], [-5.79652, 0.70256, 1.31046], [-5.27290, 3.05476, 0.40050], [-4.86918, 3.46311, 2.08952], [-7.89899, 4.46465, 2.65259], [-7.73750, 4.55037, 0.86321], [-6.48670, 5.04508, 2.01072], [-3.76081, 1.05326, 0.18957], [-3.09093, 1.80180, 1.46333], [1.69500, -1.72847, 2.94646], [2.95803, -2.11778, 2.16606], [3.80692, -0.88150, 1.90066], [3.33259, -0.17227, 0.76309], [4.20874, 0.79985, 0.25010], [3.73462, -3.07160, 2.95731], [0.96037, -1.22816, 2.30889], [1.97889, -0.96270, 3.67157], [1.20097, -2.58492, 3.40291], [2.65650, -2.58798, 1.22367], [4.82443, -1.22839, 1.67676], [3.84714, -0.24814, 2.79203], [3.63314, 1.39808, -0.45902], [5.05709, 0.33115, -0.25577], [4.53446, 1.53629, 0.99233], [4.54062, -3.34885, 2.39312], [3.22225, -3.93145, 3.11501], [0.03337, 1.23569, 0.42346], [0.31230, 0.55153, -0.91316], [0.37300, -0.97325, -0.73848], [0.82153, -1.62858, -1.93311], [2.19744, -1.47628, -2.23591], [-0.78202, 0.89455, -1.83191], [0.90364, 1.20884, 1.08228], [-0.80571, 0.77083, 0.94629], [-0.21355, 2.28619, 0.28018], [1.26171, 0.85676, -1.35276], [-0.62109, -1.35658, -0.51350], [0.98604, -1.28697, 0.11075], [2.54941, -2.28881, -2.87302], [2.78374, -1.53549, -1.31006], [2.60825, -0.56638, -2.68856], [-1.73164, 0.73019, -1.51218], [-0.73510, 0.38057, -2.70442], [-2.14229, 4.09189, 0.12029], [-1.84758, 5.02363, 1.31520], [-1.22428, 4.23116, 2.47081], [-1.85326, 2.97742, 2.73955], [-1.39342, 2.41619, 3.94088], [-0.87783, 6.01720, 0.84935], [-1.30955, 3.44233, -0.13714], [-2.53552, 4.64997, -0.72876], [-2.97154, 3.45047, 0.40733], [-2.75828, 5.53761, 1.62668], [-1.26406, 4.81869, 3.39165], [-0.19550, 4.04681, 2.14226], [-2.00882, 2.69011, 4.80543], [-0.34211, 2.63447, 4.13610], [-1.49864, 1.32858, 3.93247], [-1.31400, 6.61246, 0.15103], [-0.15925, 5.56824, 0.28243], [-2.59592, -3.22826, -0.27655], [-2.11652, -4.07478, 0.88152], [-1.99666, -5.53601, 0.49969], [-3.28725, -6.14587, 0.44451], [-3.22486, -7.53056, 0.74546], [-0.86338, -3.56352, 1.42964], [-1.75518, -3.13323, -0.97612], [-3.01096, -2.25913, -0.00594], [-3.32135, -3.73490, -0.91914], [-2.89411, -4.01609, 1.65678], [-1.30648, -6.10644, 1.13062], [-1.54647, -5.64161, -0.49596], [-4.23102, -7.91031, 0.59904], [-2.91979, -7.67694, 1.79035], [-2.42446, -7.99557, 0.16097], [-1.07770, -2.65805, 1.84934], [-0.62638, -4.08920, 2.27100], [7.53154, -1.91520, 3.14712], [7.98982, -3.19992, 2.42132], [7.33334, -3.41185, 1.08175], [5.95611, -3.69078, 1.18268], [5.34407, -3.65670, -0.09115], [9.44664, -3.23845, 2.25197], [8.06685, -1.86419, 4.09660], [6.46777, -1.88988, 3.39209], [7.75234, -1.02222, 2.55878], [7.82001, -4.08047, 3.04627], [7.80114, -4.23951, 0.53088], [7.55156, -2.54484, 0.43881], [4.29216, -3.93792, -0.03948], [5.86857, -4.40543, -0.70254], [5.43453, -2.69380, -0.60106], [9.92373, -2.92839, 3.09177], [9.74144, -2.53762, 1.57218]], "lowdin_charge": [-0.06, -0.36, -0.08, 0.07, 0.07, 0.06, 0.10, 0.07, 0.03, -0.06, -0.30, -0.27, 0.07, 0.07, 0.08, 0.13, 0.10, 0.08, -0.06, 0.04, 0.04, -0.04, 0.05, 0.09, -0.04, 0.04, 0.06, -0.08, -0.01, -0.01, -0.09, 0.03, 0.00, -0.07, 0.02, 0.03, -0.07, 0.03, 0.06, -0.04, -0.39, -0.19, -0.19, -0.13, 0.05, 0.07, 0.08, 0.08, 0.14, 0.12, 0.12, 0.09, 0.08, 0.08, 0.06, 0.04, -0.05, -0.43, -0.18, -0.21, -0.10, 0.06, 0.05, 0.08, 0.07, 0.10, 0.11, 0.13, 0.08, 0.09, 0.09, 0.03, 0.07, -0.02, -0.35, -0.16, -0.22, -0.12, 0.05, 0.08, 0.07, 0.04, 0.13, 0.11, 0.10, 0.10, 0.08, 0.09, -0.03, 0.05, -0.04, -0.39, -0.18, -0.22, -0.11, 0.03, 0.04, 0.08, 0.04, 0.14, 0.13, 0.13, 0.09, 0.09, 0.07, 0.07, 0.07, -0.05, -0.42, -0.21, -0.19, -0.11, 0.04, 0.08, 0.07, 0.08, 0.14, 0.12, 0.13, 0.09, 0.08, 0.09, 0.04, 0.09, -0.05, -0.43, -0.22, -0.22, -0.10, 0.02, 0.07, 0.06, 0.08, 0.14, 0.13, 0.13, 0.08, 0.09, 0.07, 0.07, 0.07], "orbital_gap_ev": 8.16, "homo_ha": -0.309, "e_above_lowest_kcal_mol": 79.70, "total_charge": 0, "molar_mass_g_mol": 753.07}